DFT (ωB97M-V with the def2-TZVPD basis set) results for one molecule with the formula C6H12O2S3 in a non-equilibrium geometry.

Calculated values
- charge = 0
- relative energy (zero: lowest compared OMol25 entry of this formula, charge and spin) (kJ/mol) = 145.5
- frontier orbital gap (Ha) = 0.348
- HOMO (eV) = -9.01
- multiplicity = 1

Positions of all 23 atoms, in Å:
C1 1.136 0.971 -0.010
C2 -1.108 -0.782 -0.327
C3 2.521 1.379 -0.546
C4 1.088 1.142 1.498
C5 -1.499 -0.944 -1.835
C6 -1.759 -1.855 0.611
O1 1.094 -1.662 0.773
O2 -1.929 1.189 1.479
S1 -0.177 1.915 -0.855
S2 0.724 -0.865 -0.399
S3 -1.846 0.965 0.054
H1 2.711 0.675 -1.324
H2 3.291 1.216 0.102
H3 2.562 2.449 -0.947
H4 2.235 1.096 1.837
H5 0.564 0.326 2.060
H6 0.687 2.100 1.758
H7 -0.581 -1.524 -2.380
H8 -1.750 -0.001 -2.446
H9 -2.297 -1.592 -1.832
H10 -0.947 -2.216 1.243
H11 -2.191 -2.641 0.172
H12 -2.532 -1.339 1.313


DFT (ωB97M-V with the def2-TZVPD basis set) results for a 2-piece molecular cluster, C6H12O3 overall in a non-equilibrium geometry.

Calculated values
- charge = 0
- relative energy (zero: lowest compared OMol25 entry of this formula, charge and spin) (kJ/mol) = 305.8
- frontier orbital gap (Ha) = 0.398
- HOMO (eV) = -10.09
- multiplicity = 1

Positions of all 21 atoms, in Å:
C1 2.636 0.974 -1.450
C2 1.247 0.398 -1.425
O1 0.904 -0.492 -2.172
H1 2.859 1.438 -0.479
H2 3.369 0.192 -1.670
H3 2.690 1.769 -2.206
O2 -0.319 2.295 -1.431
H4 -1.038 1.842 -1.884
O3 0.655 0.384 0.110
C3 -0.098 -0.729 0.579
C4 -0.532 -0.668 2.047
C5 -1.886 -1.275 1.610
C6 -1.572 -0.842 0.159
H5 0.465 -1.639 0.337
H6 0.078 -1.210 2.781
H7 -0.655 0.374 2.375
H8 -1.899 -2.367 1.716
H9 -2.791 -0.863 2.073
H10 -1.977 0.156 -0.065
H11 -1.817 -1.528 -0.661
H12 -0.318 1.791 -0.345


DFT (ωB97M-V with the def2-TZVPD basis set) results for a 2-piece molecular cluster, C6H12O3 overall in a non-equilibrium geometry.

Calculated values
- charge = 0
- relative energy (zero: lowest compared OMol25 entry of this formula, charge and spin) (kJ/mol) = 274.6
- frontier orbital gap (Ha) = 0.363
- HOMO (eV) = -9.04
- multiplicity = 1

Positions of all 21 atoms, in Å:
C1 0.084 -0.542 -1.875
C2 -2.592 -0.858 0.149
C3 -1.327 -0.789 0.943
O1 0.519 -0.612 -0.528
O2 -0.925 -1.632 1.713
H1 0.933 -0.586 -2.564
H2 -0.483 0.381 -2.043
H3 -0.556 -1.404 -2.082
H4 -2.480 -1.574 -0.665
H5 -2.889 0.109 -0.259
H6 -3.388 -1.212 0.809
C4 2.115 0.219 1.159
C5 1.172 0.655 0.077
C6 1.323 1.800 -0.596
O3 -0.941 0.597 1.157
H7 -0.410 0.579 1.975
H8 1.562 -0.335 1.921
H9 2.881 -0.454 0.765
H10 2.595 1.047 1.687
H11 0.677 2.134 -1.396
H12 2.130 2.477 -0.345


DFT (ωB97M-V with the def2-TZVPD basis set) results for C6H12O4 as an isolated structure in a non-equilibrium geometry.

Calculated values
- charge = 0
- relative energy (zero: lowest compared OMol25 entry of this formula, charge and spin) (kJ/mol) = 478.6
- frontier orbital gap (spin up / spin down) (Ha) = 0.271 / 0.271
- HOMO (spin up / spin down) (eV) = -7.92 / -7.92
- multiplicity = 1

Positions of all 22 atoms, in Å:
C1 1.397 0.893 -1.170
C2 -0.758 1.458 0.154
C3 0.798 0.119 -2.236
O1 2.145 0.414 -0.222
H1 1.919 -0.540 -0.025
H2 1.420 1.974 -1.213
H3 0.603 0.737 -3.109
H4 -1.090 1.893 -0.789
H5 -1.536 1.597 0.896
H6 0.123 1.952 0.557
H7 1.418 -0.739 -2.503
H8 -0.207 -0.420 -1.850
C4 -1.166 -0.510 0.362
C5 -0.056 -0.963 1.286
C6 0.089 -0.698 2.574
O2 -2.378 -0.407 1.038
O3 0.874 -1.721 0.585
O4 -1.183 -1.118 -0.773
H9 -3.058 -0.733 0.434
H10 0.367 -2.006 -0.208
H11 0.928 -1.087 3.133
H12 -0.648 -0.096 3.082